Computed, not measured: one molecule with the formula C5H5ClFN, with ωB97M-V/def2-TZVPD.

Summary:
HOMO-LUMO gap in eV: 9.48
Max |F| in eV/Å: 4.700
ΔE to the lowest compared entry with this formula, charge and spin in kcal per mole: 72.52
E in hartree: -808.1929
SMILES: FN1CC=CC=C1Cl

Positions of all 13 atoms, in Å:
F: -1.2247 1.8408 0.7902
N: -0.8985 1.1195 -0.3513
C: 0.5123 1.0594 -0.7025
C: 1.3600 0.0623 0.0784
C: 0.8163 -1.0581 0.4840
C: -0.5679 -1.2843 0.4664
C: -1.3760 -0.3601 0.0030
Cl: -3.0360 -0.6013 -0.2237
H: 0.9893 2.1222 -0.6261
H: 0.6652 0.7143 -1.6976
H: 2.4086 0.3454 0.2255
H: 1.5369 -1.7268 0.9893
H: -1.1854 -2.2333 0.5645

Forces on atoms 1 to 3 (eV/Å):
0.8 0.5 0.7
-1.7 -4.2 -1.3
2.0 1.9 2.6

Computed, not measured: C5H5ClFN as an isolated structure, with ωB97M-V/def2-TZVPD.

Summary:
HOMO-LUMO gap in eV: 10.57
Max |F| in eV/Å: 3.741
ΔE to the lowest compared entry with this formula, charge and spin in kcal per mole: 43.96
E in hartree: -808.2384

Positions of all 13 atoms, in Å:
C: -0.3559 0.3792 -0.0042
C: 0.5305 -0.3932 0.9321
C: 0.6269 -0.3160 -1.0056
C: 2.0138 0.2185 -0.6117
C: 1.8793 0.1562 0.7478
H: 0.2358 -0.6210 1.9962
H: -0.3721 -1.9479 -0.0746
H: 0.4357 -0.3890 -2.0768
H: 2.8478 0.5563 -1.2113
H: 2.5924 0.4171 1.5858
N: 0.5640 -1.4797 -0.0830
F: -0.3343 1.7077 -0.0091
Cl: -2.0498 -0.1938 0.0054

Forces on atoms 1 to 3 (eV/Å):
0.7 0.2 -1.2
-0.7 -1.3 3.4
-0.1 0.0 -1.5

Computed, not measured: C5H5CrO15 as an isolated structure, with ωB97M-V/def2-TZVPD.

Summary:
HOMO-LUMO gap (alpha / beta) in eV: 6.67 / 3.99
Max |F| in eV/Å: 7.038
Charge: -2
2S+1: 6
E in hartree: -2366.7191
<S²>: 8.763

Positions of all 26 atoms, in Å:
Cr: -18.2830 30.8742 -10.5640
O: -22.4284 30.8711 -12.3291
C: -21.2272 31.4330 -12.0650
O: -21.0864 32.6893 -11.9281
O: -20.3350 30.7086 -11.7045
H: -22.1572 29.9552 -12.4243
O: -16.6943 33.6943 -12.5480
C: -17.8447 33.8602 -11.8728
O: -18.1170 33.0918 -10.8995
O: -18.6845 34.6256 -12.2699
H: -16.9768 34.4007 -13.1335
O: -15.5755 30.3406 -14.0188
C: -15.6829 30.4633 -12.7407
O: -14.7410 30.3396 -11.9150
O: -16.8606 30.5624 -12.3483
H: -16.4035 30.6469 -14.3959
O: -20.6665 32.0947 -7.1144
C: -20.3980 32.0643 -8.4332
O: -20.8268 33.0090 -9.1404
O: -19.7072 31.1777 -8.9399
H: -20.2629 31.2947 -6.7698
O: -15.9452 28.5258 -7.6772
C: -15.8941 29.4231 -8.6045
O: -14.7428 29.6590 -8.9874
O: -16.9451 29.7905 -9.1656
H: -14.9935 28.5202 -7.8033

Forces on atoms 1 to 3 (eV/Å):
1.9 1.0 0.1
-0.1 0.9 -0.9
-0.5 1.4 1.9

Computed, not measured: a 2-piece molecular cluster, C5H5F2I overall, with ωB97M-V/def2-TZVPD.

Summary:
HOMO-LUMO gap in eV: 9.05
Max |F| in eV/Å: 4.373
ΔE to the lowest compared entry with this formula, charge and spin in kcal per mole: 0.00
E in hartree: -690.7651

Positions of all 13 atoms, in Å:
C: -0.0049 -3.1268 0.7676
C: 0.3797 -2.4666 -0.2875
C: -0.1993 -0.2825 -0.4709
C: 0.6053 0.7472 -0.6511
C: 0.2686 2.2182 -0.5188
F: 1.3145 -2.7820 -1.1170
F: 1.9282 0.5471 -0.8826
I: -2.2803 -0.2685 -0.0846
H: 0.1890 -4.2528 0.8498
H: -0.4983 -2.6081 1.5667
H: 1.1058 2.7137 -0.9692
H: -0.7492 2.3981 -0.8942
H: 0.1947 2.2725 0.6087

Forces on atoms 1 to 3 (eV/Å):
-0.1 -1.9 0.3
-0.1 4.4 0.4
-0.1 -4.0 0.5

Computed, not measured: C5H5F2N3 as an isolated structure, with ωB97M-V/def2-TZVPD.

Summary:
HOMO-LUMO gap in eV: 7.79
Max |F| in eV/Å: 4.680
ΔE to the lowest compared entry with this formula, charge and spin in kcal per mole: 166.12
E in hartree: -557.3002

Positions of all 15 atoms, in Å:
C: -2.5183 -0.5786 0.7348
C: -0.4955 0.2367 -0.4174
C: 1.9498 1.1301 -1.1352
C: 0.7371 0.3011 -0.7657
C: 1.9793 0.0749 -0.1518
N: -2.6904 0.1946 -0.2895
N: -1.5861 0.6459 -0.8816
N: -1.1075 -0.8658 1.0057
F: 2.5973 -1.1298 -0.3629
F: 2.2437 0.3284 1.1779
H: -3.2173 -1.1503 1.2007
H: 2.0803 0.9750 -2.2164
H: 1.8726 2.1939 -0.8579
H: -0.6335 -0.3668 1.7231
H: -1.2114 -1.9893 1.2360

Forces on atoms 1 to 3 (eV/Å):
3.2 2.7 -2.1
-0.6 -0.4 -0.4
-1.5 1.9 -1.8

Computed, not measured: a 2-piece molecular cluster, C5H5F3 overall, with ωB97M-V/def2-TZVPD.

Summary:
HOMO-LUMO gap (alpha / beta) in eV: 9.07 / 9.07
Max |F| in eV/Å: 6.329
ΔE to the lowest compared entry with this formula, charge and spin in kcal per mole: 112.37
E in hartree: -492.8947

Positions of all 13 atoms, in Å:
C: 1.0972 -0.8955 -0.6080
C: 0.4056 -0.2468 0.2070
C: 1.3083 -0.5035 2.5053
C: 0.4547 -0.2344 3.4791
C: -0.9276 0.5085 0.4054
F: 2.4601 -1.2137 2.5347
F: 0.6810 -0.6515 4.7722
F: -0.6885 0.4853 3.3890
H: 0.8743 -1.0298 -1.6772
H: 1.9985 -1.3442 -0.3713
H: -1.4996 0.2861 -0.4574
H: -1.2656 0.0442 1.3614
H: -0.9099 1.6445 0.3531

Forces on atoms 1 to 3 (eV/Å):
0.9 -1.2 -3.2
-2.3 3.0 5.1
-1.4 0.5 -3.6

Computed, not measured: a 2-piece molecular cluster, C5H5F3N2O2 overall, with ωB97M-V/def2-TZVPD.

Summary:
HOMO-LUMO gap (alpha / beta) in eV: 9.86 / 5.81
Max |F| in eV/Å: 6.517
ΔE to the lowest compared entry with this formula, charge and spin in kcal per mole: 102.56
E in hartree: -752.9133

Positions of all 17 atoms, in Å:
C: -2.9954 1.2164 0.4986
C: -1.2591 0.9722 -0.6370
C: 0.9620 -1.5985 0.5526
C: 1.2979 -0.5347 -0.4712
C: 1.9461 0.7199 -0.0134
N: -3.0425 -0.0229 0.0120
N: -1.9554 -0.1475 -0.7470
O: -1.8665 1.8381 0.2192
O: 1.0545 -0.8203 -1.7583
F: 1.3729 1.0935 1.1696
F: 3.3194 0.6314 0.2141
F: 1.7878 1.7180 -0.9094
H: -3.4713 1.7699 1.2742
H: 1.7153 -2.2199 0.7732
H: 0.5946 -1.0580 1.4747
H: 0.1547 -2.1614 0.2069
H: 0.3850 -1.3961 -1.8587

Forces on atoms 1 to 3 (eV/Å):
0.1 -2.0 0.8
-0.7 -1.7 0.6
-2.2 4.6 0.4

Computed, not measured: one molecule with the formula C5H5F3N4O2, with ωB97M-V/def2-TZVPD.

Summary:
HOMO-LUMO gap (alpha / beta) in eV: 8.24 / 8.24
Max |F| in eV/Å: 4.190
ΔE to the lowest compared entry with this formula, charge and spin in kcal per mole: 13.71
E in hartree: -862.4238

Positions of all 19 atoms, in Å:
C: -0.0360 2.6946 0.1039
C: 0.9364 0.9717 -0.6792
C: 2.2356 -1.6216 1.2930
C: -1.1233 -0.4441 -0.6118
C: -2.5366 -0.7898 -0.1855
N: 1.0902 2.3396 -0.4383
N: -1.0706 1.8425 0.1585
N: -0.5983 0.7532 -0.3705
N: 1.7868 -1.1581 0.1825
O: 1.6842 0.3111 0.2785
O: 1.4999 -1.6975 -0.8943
F: -2.9099 -1.8830 -0.7397
F: -2.6322 -0.8944 1.1902
F: -3.3902 0.1692 -0.4283
H: -0.1979 3.6369 0.3828
H: 1.1337 0.7381 -1.7085
H: 2.2926 -2.6838 1.2648
H: 2.2415 -1.0357 2.0984
H: -0.4059 -1.2487 -0.8963

Forces on atoms 1 to 3 (eV/Å):
1.6 -2.1 -1.8
-0.8 0.1 -0.2
-1.0 -2.3 -3.3

Computed, not measured: a 2-piece molecular cluster, C5H5F3NS overall, with ωB97M-V/def2-TZVPD.

Summary:
HOMO-LUMO gap (alpha / beta) in eV: 8.60 / 6.99
Max |F| in eV/Å: 3.434
Charge: +1
ΔE to the lowest compared entry with this formula, charge and spin in kcal per mole: 24.83
E in hartree: -945.6593

Positions of all 15 atoms, in Å:
C: 1.2568 -0.2733 -0.9395
C: 1.9653 0.8494 -1.1588
C: 0.9943 0.9058 1.0836
C: 0.0666 -1.3791 0.8244
C: -2.4557 0.0478 -0.1030
N: 0.7238 -0.2413 0.3939
F: -3.4523 -0.3896 0.6481
F: -2.8096 0.0702 -1.3588
F: -1.6737 1.0389 0.1965
S: 1.9279 1.9827 0.1509
H: 0.9618 -1.1995 -1.4058
H: 2.4832 1.0194 -2.0901
H: 0.4830 1.1616 1.9616
H: -0.2855 -1.9734 -0.0190
H: -0.1859 -1.6196 1.8160

Forces on atoms 1 to 3 (eV/Å):
-0.6 0.8 2.6
-0.2 -0.5 -0.8
0.4 -1.2 -2.6

Computed, not measured: one molecule with the formula C5H5F3O, with ωB97M-V/def2-TZVPD.

Summary:
HOMO-LUMO gap in eV: 10.41
Max |F| in eV/Å: 4.387
ΔE to the lowest compared entry with this formula, charge and spin in kcal per mole: 0.00
E in hartree: -568.2925
SMILES: C=C[C@@H](C=O)C(F)(F)F

Positions of all 14 atoms, in Å:
C: -0.7672 -1.1676 -1.6534
C: -0.8197 -0.1823 -0.7632
C: 0.0659 -0.1596 0.4701
C: 1.7516 0.1397 -0.1008
O: 2.6072 -0.6118 0.1687
C: -0.2574 0.9810 1.4666
F: -0.3039 0.4398 2.7125
F: -1.5124 1.4767 1.2760
F: 0.6149 2.0131 1.5717
H: -1.3662 -1.3256 -2.6526
H: -0.1284 -1.9822 -1.5526
H: -1.4763 0.6437 -1.0150
H: -0.0860 -1.2410 0.9120
H: 1.6778 0.9763 -0.8401

Forces on atoms 1 to 3 (eV/Å):
-1.7 0.2 -2.2
0.1 0.3 -0.8
1.6 -0.5 -0.9

Computed, not measured: one molecule with the formula C5H5F4N3O, with ωB97M-V/def2-TZVPD.

Summary:
HOMO-LUMO gap in eV: 9.97
Max |F| in eV/Å: 4.137
E in hartree: -832.4091
SMILES: NC(=O)C1=CCN(F)N1C(F)(F)F

Positions of all 18 atoms, in Å:
N: 1.2575 2.3353 0.9677
C: 0.8120 1.9003 -0.2290
O: 0.4012 2.5698 -1.1600
C: 0.9123 0.4107 -0.4318
C: 0.0577 -0.5137 -0.9426
C: 0.6683 -1.8071 -0.8515
N: 1.8554 -1.6786 -0.0171
F: 1.4185 -2.0832 1.3200
N: 2.1004 -0.3514 0.0411
C: 3.4484 0.0980 0.1732
F: 4.2980 -0.6884 -0.4284
F: 3.6234 1.2999 -0.3864
F: 3.8066 0.0744 1.4647
H: 1.8728 1.7235 1.5420
H: 1.6086 3.2159 1.1279
H: -0.8666 -0.2778 -1.3894
H: 0.1391 -2.6873 -0.5061
H: 1.1476 -2.0905 -1.9073

Forces on atoms 1 to 3 (eV/Å):
0.8 -2.7 1.6
0.2 -0.5 -1.8
-0.1 0.1 1.0

Computed, not measured: a 2-piece molecular cluster, C5H5F4NO4 overall, with ωB97M-V/def2-TZVPD.

Summary:
HOMO-LUMO gap in eV: 8.72
Max |F| in eV/Å: 5.953
ΔE to the lowest compared entry with this formula, charge and spin in kcal per mole: 36.07
E in hartree: -948.4808

Positions of all 19 atoms, in Å:
C: -2.2212 1.5443 -0.3967
C: -1.0652 -0.7178 1.9324
C: -1.9950 -0.6331 0.6082
C: 1.7222 0.2745 -1.4953
C: 2.9760 -0.4115 -0.9990
N: 0.7121 0.6720 -0.7021
O: -0.5159 1.0017 -1.1918
O: -2.5223 2.5362 -0.8597
O: 0.8500 0.8277 0.5476
O: -2.4868 0.6911 0.4263
F: 1.5753 0.2599 -2.8312
F: 3.6220 -0.8101 -2.1190
F: 2.6841 -1.4694 -0.1366
F: 3.8561 0.3166 -0.2497
H: -0.1899 -0.1606 1.9440
H: -1.7012 -0.0677 2.6098
H: -1.2035 -1.6906 2.4297
H: -2.7924 -1.2558 0.6505
H: -1.3046 -0.9073 -0.1675

Forces on atoms 1 to 3 (eV/Å):
2.5 0.0 -0.5
-5.8 0.8 0.9
5.7 -0.1 1.7